[1]
C33H23Br3CrF3N3O15 | ωB97M-V with the def2-TZVPD basis set

Structure (XYZ):
```
81
Properties=species:S:1:pos:R:3:forces:R:3
Cr 15.298 2.223 -38.020 0.4 3.2 -4.2
N 17.216 4.371 -36.434 4.0 5.0 -2.3
O 17.343 4.858 -35.313 -0.8 -1.3 0.2
O 17.895 4.813 -37.395 -0.5 -0.7 1.4
O 16.358 3.546 -36.739 -4.4 -4.8 0.4
N 17.357 3.167 -40.256 6.4 -1.3 -4.8
O 16.369 3.165 -39.549 -5.1 -0.3 3.8
O 18.434 3.658 -39.909 -0.9 0.3 1.1
O 17.338 2.651 -41.399 -1.6 0.3 1.0
N 14.934 -0.139 -40.422 2.3 -2.0 -1.2
O 14.106 -0.895 -40.818 -5.0 -0.7 0.5
O 14.841 0.659 -39.469 -2.1 2.9 4.4
O 16.000 -0.265 -40.905 5.0 0.9 -1.5
C 13.058 4.399 -38.244 2.6 1.4 -0.5
O 14.295 5.161 -38.292 -1.6 -1.0 0.3
O 13.503 3.090 -38.564 0.2 0.0 2.2
C 12.298 4.753 -36.862 2.5 -1.6 -0.2
F 13.211 5.066 -35.918 -0.2 0.9 -0.2
F 11.293 5.599 -36.867 0.1 2.1 -0.9
F 11.739 3.677 -36.436 -1.2 -3.5 0.9
C 14.239 6.422 -38.899 -0.1 0.8 -0.3
C 15.646 6.771 -39.269 1.2 1.0 -0.2
H 16.041 5.999 -39.930 0.2 -0.2 0.4
H 15.810 7.699 -39.817 -1.0 0.2 -0.5
H 16.320 7.020 -38.449 -0.1 -1.1 0.3
H 13.726 7.120 -38.237 0.2 0.4 0.3
H 13.658 6.467 -39.819 -0.3 -0.6 -0.2
H 12.397 4.792 -39.016 -0.2 -0.5 -0.4
C 12.217 2.130 -41.834 -1.1 -1.4 1.0
C 11.337 1.786 -40.731 0.5 0.2 -2.6
C 10.269 0.918 -40.997 0.9 0.3 1.3
C 10.204 0.146 -42.137 0.5 -0.4 -1.1
C 11.151 0.381 -43.193 0.4 0.7 2.1
C 12.141 1.416 -43.040 -1.5 -0.6 0.9
C 11.244 -0.513 -44.339 -0.3 -0.3 -2.7
O 11.865 -0.183 -45.352 -0.4 -0.7 1.2
C 10.393 -1.788 -44.357 -1.1 0.7 1.5
C 10.404 -2.754 -45.357 2.2 1.7 -0.3
C 9.687 -3.890 -45.375 -3.2 -0.7 1.1
C 8.584 -4.029 -44.412 2.4 1.5 -0.7
C 8.559 -3.046 -43.400 -1.0 -1.5 -0.9
C 9.409 -1.962 -43.358 0.7 0.6 1.0
C 9.215 -1.008 -42.167 -2.8 0.6 1.1
O 8.217 -1.097 -41.348 4.3 0.1 -3.3
H 13.021 2.838 -41.697 0.0 0.0 0.1
H 11.514 2.166 -39.736 -0.1 0.2 -0.1
H 9.579 0.697 -40.196 -0.1 -0.1 0.0
H 12.856 1.610 -43.826 -0.1 -0.1 -0.1
H 11.074 -2.596 -46.189 0.3 0.1 0.0
H 9.911 -4.485 -46.248 -0.6 -0.7 0.2
H 7.789 -4.757 -44.481 0.3 -0.3 0.1
H 7.802 -3.103 -42.632 -0.1 0.0 0.1
C 13.649 17.328 -35.978 0.7 1.1 -1.6
C 12.790 17.458 -34.928 0.0 -1.3 1.2
C 12.496 16.300 -34.236 -0.8 -1.9 0.3
C 12.962 14.992 -34.630 0.3 0.8 -0.3
C 13.901 14.967 -35.676 -0.2 -1.2 -1.0
C 14.207 16.142 -36.409 -0.7 -0.8 0.9
C 14.470 13.573 -36.128 0.4 2.9 0.8
O 15.517 13.534 -36.742 -0.7 -0.4 -0.1
C 13.702 12.409 -35.699 0.2 -3.1 -1.3
C 13.850 11.237 -36.509 -1.6 -0.5 1.9
C 13.087 10.061 -36.166 1.0 1.6 -0.9
C 12.149 10.068 -35.150 1.1 0.4 -0.2
C 11.986 11.252 -34.430 -0.7 -0.6 0.0
C 12.795 12.356 -34.622 -0.6 1.5 -1.0
C 12.438 13.664 -33.981 0.3 2.2 1.6
O 11.810 13.799 -32.933 0.4 -0.9 -1.5
H 13.833 18.231 -36.541 0.2 0.0 -0.3
H 12.352 18.398 -34.627 0.1 0.0 -0.1
H 11.768 16.346 -33.440 0.0 -0.1 0.2
H 14.703 16.127 -37.368 0.5 -0.3 0.3
H 14.475 11.198 -37.389 0.2 0.3 0.1
H 13.212 9.209 -36.818 0.0 -0.2 0.1
H 11.629 9.149 -34.923 -0.4 0.2 0.0
H 11.078 11.330 -33.852 0.3 0.2 0.7
C 17.706 10.233 -36.552 -0.2 -0.4 0.3
Br 16.616 8.610 -36.295 0.7 0.5 0.5
Br 19.529 9.790 -37.242 -1.4 0.5 0.7
Br 17.672 11.443 -34.910 0.2 -1.2 -1.6
H 17.109 10.655 -37.361 0.7 0.7 0.3
```
Forces are in eV/Å.

Properties
LUMO (alpha / beta): -1.7 / 0.3 eV
⟨S²⟩: 3.96
Net charge: -1
Orbital gap (alpha / beta): 4.80 / 6.78 eV
Multiplicity: 4

***

[2]
C33H23BrN6OTa | ωB97M-V with the def2-TZVPD basis set

Structure (XYZ):
```
65
Properties=species:S:1:pos:R:3:forces:R:3
Ta -0.840 0.108 0.467 1.5 0.3 -2.0
Br 3.388 -3.968 5.205 -0.3 0.2 -0.3
C 2.137 -2.966 4.203 0.2 -0.1 0.1
C 0.765 -3.216 4.363 0.6 0.1 -0.1
C -0.161 -2.479 3.661 -0.3 0.7 -0.7
C 0.259 -1.480 2.774 2.3 -1.6 1.4
O -0.589 -0.772 2.062 -1.0 1.0 -0.5
C 1.653 -1.217 2.598 -1.0 -0.3 0.2
C 2.106 -0.113 1.809 -0.1 0.0 0.1
N 1.365 0.630 1.039 -1.8 -0.7 0.0
C 1.816 1.830 0.476 0.5 1.1 -0.5
C 3.147 2.205 0.363 -0.7 -0.2 0.0
C 3.508 3.461 -0.134 -0.1 0.3 -0.1
C 2.549 4.376 -0.483 0.0 -0.2 0.0
C 1.182 4.030 -0.414 -0.1 -0.4 0.2
C 0.164 4.950 -0.735 -0.2 -0.3 0.0
C -1.151 4.551 -0.661 0.1 -0.1 0.0
C -1.442 3.247 -0.273 -0.4 0.2 -0.1
N -0.515 2.353 0.067 -0.4 -1.3 0.6
C 0.801 2.729 0.031 1.1 0.2 0.1
C 2.574 -1.985 3.327 -0.1 -0.1 0.2
H 0.441 -3.998 5.033 0.0 0.0 0.1
H -1.218 -2.661 3.791 -0.1 0.0 0.0
H 3.158 0.134 1.939 -0.1 0.1 -0.1
H 3.939 1.533 0.653 0.1 -0.1 0.0
H 4.552 3.712 -0.210 0.1 0.0 0.0
H 2.820 5.367 -0.823 0.0 0.0 0.0
H 0.414 5.959 -1.027 0.1 0.1 -0.1
H -1.951 5.233 -0.897 -0.1 0.0 0.0
H -2.476 2.922 -0.240 0.0 0.0 0.0
H 3.634 -1.815 3.206 0.1 0.1 0.0
C 1.131 2.254 -4.403 -0.1 0.0 0.0
C 2.125 1.649 -3.649 0.1 0.0 0.1
C 1.796 0.814 -2.593 -0.2 -0.1 0.1
C 0.455 0.557 -2.306 0.0 0.8 -0.5
C -0.545 1.184 -3.055 0.1 -0.2 0.2
C -0.203 2.023 -4.101 0.0 0.1 0.0
N 0.038 -0.403 -1.333 -1.2 1.2 2.0
C 0.232 -1.727 -1.635 -0.4 -2.3 0.0
C 1.041 -2.236 -2.655 -0.1 0.6 0.3
C 1.105 -3.601 -2.872 -0.3 -0.2 0.2
C 0.349 -4.507 -2.116 0.2 0.1 -0.1
C -0.485 -4.045 -1.131 -0.3 0.4 0.2
C -0.560 -2.658 -0.880 1.5 -0.6 -1.4
N -1.428 -2.038 -0.063 -1.4 1.5 1.5
N -2.392 -2.600 0.526 1.3 -1.1 -1.3
C -3.300 -1.788 1.133 -1.1 0.8 0.9
C -4.377 -2.406 1.774 0.7 0.2 -0.4
C -5.333 -1.626 2.400 0.1 0.5 0.0
C -5.189 -0.243 2.358 0.0 -0.3 0.0
C -4.099 0.305 1.693 -0.1 0.3 0.0
N -3.166 -0.434 1.089 1.2 0.1 -0.5
H 1.383 2.893 -5.235 0.1 0.0 -0.1
H 3.162 1.800 -3.902 0.1 0.1 0.0
H 2.576 0.336 -2.018 0.1 -0.1 0.0
H -1.590 0.964 -2.851 0.0 0.0 0.0
H -0.976 2.472 -4.706 -0.1 0.1 0.0
H 1.617 -1.566 -3.275 0.0 0.0 0.0
H 1.753 -3.978 -3.647 0.1 0.0 -0.1
H 0.417 -5.564 -2.321 0.0 -0.1 0.0
H -1.087 -4.714 -0.539 -0.1 -0.1 0.0
H -4.424 -3.483 1.752 0.0 -0.1 0.0
H -6.168 -2.085 2.907 -0.1 0.0 0.0
H -5.907 0.403 2.838 0.0 0.1 0.0
H -3.979 1.382 1.646 0.0 0.0 0.0
```
Forces are in eV/Å.

Properties
LUMO: -11.1 eV
Relative energy (zero: lowest compared OMol25 entry of this formula, charge and spin): 221.78 kJ/mol
Net charge: +3
Orbital gap: 5.24 eV
Multiplicity: 1

***

[3]
C33H23ClN2O7PReS | ωB97M-V with the def2-TZVPD basis set

Structure (XYZ):
```
69
Properties=species:S:1:pos:R:3:forces:R:3
Re -0.004 1.203 -0.039 -0.1 -0.4 -1.0
O -3.126 -1.067 -2.187 0.2 -0.1 0.1
C -2.126 -1.492 -1.678 -0.7 0.0 0.1
O -1.020 -0.731 -1.536 1.0 0.9 0.1
C -1.893 -2.838 -1.109 0.4 -0.1 0.2
C -2.766 -3.913 -1.196 0.0 0.2 0.0
C -2.391 -5.113 -0.614 0.0 0.0 -0.1
C -1.172 -5.225 0.045 0.0 0.0 0.0
C -0.311 -4.142 0.147 0.0 0.0 0.0
C -0.671 -2.942 -0.445 -0.5 0.2 -0.1
P 0.324 -1.410 -0.522 0.6 -0.1 1.1
C 1.511 -1.656 -1.871 0.0 0.1 0.2
C 2.859 -1.329 -1.728 -0.1 0.0 0.0
C 3.740 -1.551 -2.773 0.0 0.0 -0.1
C 3.286 -2.084 -3.968 0.0 0.0 0.1
C 1.947 -2.418 -4.110 -0.1 0.0 -0.1
C 1.061 -2.208 -3.070 0.0 0.1 0.1
C 1.270 -1.751 1.095 -0.1 0.0 -1.0
C 2.464 -2.461 1.115 0.0 0.0 0.3
C 3.033 -2.800 2.334 0.1 -0.1 -0.1
C 2.405 -2.466 3.521 0.1 0.0 0.1
C 1.192 -1.797 3.496 0.0 0.0 0.0
C 0.628 -1.435 2.283 0.0 0.0 0.0
H -3.708 -3.795 -1.714 0.0 0.0 0.0
H -3.043 -5.971 -0.681 -0.1 0.0 0.0
H -0.889 -6.169 0.487 0.0 -0.1 0.0
H 0.624 -4.244 0.677 0.0 0.0 0.0
H 3.229 -0.902 -0.807 0.0 0.0 0.0
H 4.785 -1.308 -2.653 0.1 0.1 0.0
H 3.976 -2.245 -4.784 0.0 0.0 0.0
H 1.594 -2.849 -5.036 0.0 0.0 -0.1
H 0.020 -2.477 -3.188 0.0 0.0 0.0
H 2.945 -2.783 0.204 0.0 0.0 0.0
H 3.971 -3.337 2.343 0.0 -0.1 0.1
H 2.859 -2.736 4.463 0.0 0.0 0.1
H 0.685 -1.568 4.422 0.0 0.0 0.0
H -0.321 -0.918 2.259 0.0 0.0 0.1
Cl 1.365 4.839 6.174 0.0 0.2 0.2
C 0.768 3.856 4.898 -0.1 0.1 -0.5
C 0.212 2.602 5.195 0.1 0.1 -0.2
C -0.237 1.789 4.191 -0.1 -0.1 -0.4
C -0.124 2.152 2.827 0.4 0.8 0.6
O -0.519 1.304 1.928 -0.5 -0.3 -0.9
C 0.395 3.457 2.538 -0.3 -0.7 -0.3
C 0.511 3.962 1.208 0.2 0.5 1.1
O 0.347 3.352 0.141 -0.1 -1.5 -0.4
C 0.814 4.286 3.596 0.1 0.1 0.5
H 0.148 2.289 6.226 0.0 0.0 0.1
H -0.681 0.831 4.414 0.0 -0.1 0.0
H 0.781 5.025 1.127 0.0 -0.1 -0.1
H 1.190 5.275 3.376 0.1 0.1 0.0
S -4.461 2.183 0.006 0.4 -0.1 -0.2
C -3.015 1.352 0.346 -0.3 0.1 0.1
N -2.006 1.597 -0.449 0.0 0.1 0.5
C -2.360 2.480 -1.462 -0.6 0.5 -0.5
C -1.567 2.909 -2.528 0.1 -0.1 0.1
C -2.080 3.837 -3.409 0.0 -0.1 0.1
C -3.373 4.340 -3.250 -0.2 0.0 0.1
C -4.188 3.896 -2.229 -0.1 0.0 -0.1
C -3.678 2.953 -1.348 0.3 -0.3 0.2
H -2.933 0.686 1.189 0.1 0.0 0.1
H -0.579 2.503 -2.668 0.1 0.1 0.0
H -1.475 4.182 -4.235 0.0 0.0 0.0
H -3.746 5.079 -3.942 0.0 0.0 -0.1
H -5.195 4.266 -2.110 -0.1 0.0 -0.1
O 1.101 1.380 -1.843 -1.3 0.0 -0.3
N 2.224 1.429 -1.256 1.6 0.5 -0.9
O 3.244 1.660 -1.816 -0.1 0.0 0.0
O 2.151 1.176 -0.016 -0.7 -0.2 1.3
```
Forces are in eV/Å.

Properties
LUMO (alpha / beta): -5.1 / -4.4 eV
Relative energy (zero: lowest compared OMol25 entry of this formula, charge and spin): 259.84 kJ/mol
⟨S²⟩: 1.14
Net charge: +1
Orbital gap (alpha / beta): 5.90 / 6.61 eV
Multiplicity: 2

***

Number 1: E_tot -316464.460 eV. Number 2: E_tot -117152.409 eV. Number 3: E_tot -86674.382 eV.